No. 1
Molecular formula: C40H26F6N4O4PdS2Te
Method: DFT, ωB97M-V/def2-TZVPD

Geometry as XYZ:
```
84
C40H26F6N4O4PdS2Te ωB97M-V/def2-TZVPD
Pd -1.1529 0.6614 -1.0168
S -4.8766 4.1703 3.9184
C -4.9496 5.8819 3.6605
C -4.2102 6.2529 2.5803
C -3.5696 5.1829 1.9426
C -3.8100 3.9586 2.5368
C -3.3659 2.6584 2.1854
C -2.5640 2.4348 1.0613
N -2.1797 1.2478 0.6410
C -2.5592 0.1232 1.3690
C -3.3659 0.2691 2.5480
C -3.7483 -0.9268 3.2385
C -3.3746 -2.1476 2.8095
C -2.5347 -2.3156 1.6617
C -2.0850 -3.5296 1.2193
C -1.2279 -3.6086 0.0839
C -0.9334 -2.4007 -0.5707
N -1.3645 -1.2211 -0.1893
C -2.1456 -1.1272 0.9533
C -0.7137 -4.8481 -0.3748
C 0.0801 -5.1325 -1.4715
C 0.4012 -6.4891 -1.6091
C -0.1335 -7.2684 -0.6302
S -1.0586 -6.3323 0.4986
C -3.7503 1.5182 2.9487
H -5.5328 6.4965 4.3177
H -4.1196 7.2770 2.2564
H -2.9466 5.2952 1.0748
H -2.2250 3.2916 0.4979
H -4.3591 -0.8072 4.1242
H -3.6893 -3.0437 3.3281
H -2.3753 -4.4437 1.7183
H -0.3122 -2.4233 -1.4603
H 0.4087 -4.3805 -2.1647
H 1.0060 -6.8832 -2.4116
H -0.0472 -8.3266 -0.4843
H -4.3458 1.6661 3.8384
F -0.7207 -3.0659 -6.5037
C 0.4365 -2.4268 -6.1925
C 0.6372 -1.9972 -4.9141
N 1.8120 -1.3960 -4.5427
C 2.0604 -1.0564 -3.1603
C 1.0280 -0.1243 -2.4543
O 1.5214 0.6619 -1.6365
O -0.1854 -0.2773 -2.7068
C 2.8138 -1.1643 -5.4540
O 3.8838 -0.6619 -5.1709
N 2.5395 -1.5750 -6.7379
C 1.4136 -2.2689 -7.2248
O 1.3875 -2.6483 -8.3877
H -0.1231 -2.0856 -4.1557
H 3.0284 -0.5542 -3.1198
H 2.1131 -1.9754 -2.5601
H 3.2857 -1.4168 -7.4041
Te 1.2218 0.6185 0.9857
C 3.1248 1.5493 0.6197
C 3.3343 2.8957 0.8668
C 4.5478 3.4879 0.5552
C 5.5623 2.7401 -0.0185
C 5.3576 1.3931 -0.2657
C 4.1471 0.8057 0.0552
C 1.7836 0.3189 3.0856
C 2.3418 -0.8994 3.4497
C 2.6393 -1.1938 4.7685
C 2.3805 -0.2626 5.7598
C 1.8408 0.9639 5.4114
C 1.5461 1.2480 4.0875
H 2.5361 3.4881 1.2918
H 4.7020 4.5414 0.7523
H 6.5045 3.2055 -0.2842
H 6.1416 0.7980 -0.7143
H 3.9764 -0.2412 -0.1485
H 2.5387 -1.6336 2.6796
H 3.0643 -2.1556 5.0261
H 2.5902 -0.4959 6.7973
H 1.6367 1.6985 6.1801
H 1.1140 2.2051 3.8302
F -0.9714 3.6154 -1.2414
C -1.1355 2.4238 -1.9246
F -0.2274 2.5338 -2.9577
C -2.5119 2.4394 -2.5769
F -2.8627 3.5359 -3.2857
F -3.4987 2.2810 -1.6682
F -2.6255 1.3973 -3.4202
```

The largest force on an atom is 1.7 eV/A. As for the total charge: -2. As for the total energy: -104803.6568 eV. Its spin multiplicity is 1. As for the highest occupied orbital energy (spin up / spin down): 0.24 / 0.22 eV. Its frontier orbital gap (spin up / spin down) is 3.720 / 3.729 eV.

Results of the Mulliken charge analysis, in e, for atoms 1 through 8:
1. Pd 0.3994
2. S -0.2577
3. C -0.4518
4. C -0.4995
5. C -0.4824
6. C 0.5768
7. C 0.5190
8. C -0.8451


No. 2
Molecular formula: C40H27AsN5O5Rb
Method: DFT, ωB97M-V/def2-TZVPD

Geometry as XYZ:
```
79
C40H27AsN5O5Rb ωB97M-V/def2-TZVPD
Rb 0.0841 1.1915 0.5937
O 2.0303 -3.6331 2.5347
C 1.5016 -2.5479 2.2173
O 0.8654 -2.2574 1.1800
C 1.6440 -1.4133 3.2559
C 1.9909 -1.6863 4.5754
C 2.0609 -0.6326 5.4734
C 1.8039 0.6591 5.0374
C 1.4960 0.8481 3.6967
N 1.4174 -0.1713 2.8383
C 1.1833 2.1917 3.0419
O -0.0133 2.5523 3.1151
O 2.1105 2.7077 2.3816
H 2.1927 -2.7107 4.8547
H 2.3135 -0.8158 6.5131
H 1.8392 1.5049 5.7124
O -1.0528 1.7938 -2.9451
C -2.1977 2.2608 -3.2181
C -2.3829 3.3030 -4.1880
C -3.6188 3.8073 -4.5185
C -4.7842 3.3334 -3.9085
C -4.6513 2.3454 -2.9456
C -3.4153 1.8155 -2.5834
C -3.3814 0.7604 -1.5616
N -2.6110 0.6672 -0.4975
C -2.9722 -0.4955 0.1403
C -3.9817 -1.1151 -0.5323
N -4.2417 -0.2995 -1.6104
H -1.4856 3.6820 -4.6661
H -3.6878 4.5919 -5.2669
H -5.7565 3.7371 -4.1611
H -5.5373 1.9813 -2.4317
H -2.4729 -0.8278 1.0377
H -4.5086 -2.0373 -0.3610
H -4.8433 -0.5034 -2.3904
C 5.6322 3.6321 -2.1547
C 4.8442 3.4073 -1.0346
C 3.7433 2.5646 -1.1159
C 3.4265 1.9217 -2.3123
C 4.2221 2.1543 -3.4305
C 5.3165 3.0059 -3.3535
As 1.8590 0.7118 -2.2579
C 2.9146 -0.9030 -1.9663
C 3.3138 -1.4127 -0.7418
C 3.9428 -2.6512 -0.6879
C 4.1747 -3.3624 -1.8592
C 3.7663 -2.8573 -3.0875
C 3.1225 -1.6263 -3.1454
C 2.5364 -1.0068 -4.3529
C 2.5858 -1.5230 -5.6445
C 1.9359 -0.8620 -6.6777
C 1.2188 0.3035 -6.4312
C 1.1593 0.8254 -5.1437
C 1.8335 0.1816 -4.1193
H 6.4877 4.2948 -2.0946
H 5.0741 3.8890 -0.0923
H 3.1415 2.4158 -0.2234
H 3.9873 1.6662 -4.3697
H 5.9259 3.1793 -4.2334
H 3.0877 -0.8872 0.1790
H 4.2017 -3.0768 0.2734
H 4.6509 -4.3347 -1.8114
H 3.9254 -3.4385 -3.9892
H 3.1201 -2.4445 -5.8455
H 1.9731 -1.2697 -7.6815
H 0.6883 0.7947 -7.2380
H 0.5577 1.6977 -4.9183
N -4.3864 -2.2135 -4.3810
C -3.4043 -2.2824 -3.7839
C -2.1958 -2.4236 -3.0243
C -1.9745 -3.6004 -2.3048
C -0.8308 -3.7007 -1.5472
C 0.0674 -2.6358 -1.5565
N -0.1385 -1.5200 -2.2506
C -1.2591 -1.3950 -2.9544
H -2.7075 -4.3970 -2.3370
H -0.6230 -4.5660 -0.9337
H 0.9606 -2.6787 -0.9446
H -1.4092 -0.4360 -3.4438
```

The largest force on an atom is 0.5 eV/A. As for the total charge: -2. As for the total energy: -121104.7623 eV. Its spin multiplicity is 1. Its relative energy (zero: lowest compared OMol25 entry of this formula, charge and spin) is 55.5 kJ/mol. As for the highest occupied orbital energy: -2.17 eV. Its frontier orbital gap is 6.237 eV.

Results of the Mulliken charge analysis, in e, for atoms 1 through 8:
1. Rb 0.7588
2. O -0.8240
3. C -0.0098
4. O -0.4245
5. C 0.2843
6. C -0.5557
7. C -0.2489
8. C -0.5636


Q: Look up the total charge of the second one.
A: -2


Q: What is the total charge in the second record?
A: -2


Q: total charge of number 1 (C40H26F6N4O4PdS2Te)?
A: -2